C40H57F9N2O3S | wB97M-V/def2-TZVPD

Geometry (Å):
C 3.325 -2.475 -0.712
H -3.023 -5.693 -1.086
F 0.182 5.031 3.907
H -1.467 10.115 2.002
H -1.239 -3.298 -1.302
H 0.250 9.369 3.656
H 0.415 -5.368 -2.493
H -8.226 -5.273 -1.784
H 1.045 -7.213 1.554
H -0.367 9.784 0.687
F -0.540 2.697 4.323
H 1.857 1.934 -0.791
F -0.735 0.540 3.153
C -7.573 -4.651 -3.768
C 0.151 2.670 3.171
H -0.945 1.266 -0.350
C 0.142 11.538 1.809
H 8.100 0.562 1.566
H 8.573 2.079 2.345
H -3.754 -7.091 -3.699
H 0.890 0.041 1.619
C 4.855 -0.659 -1.072
H 0.444 2.259 -1.748
H -2.595 -9.885 -0.479
H -7.846 -3.870 -4.483
C 0.986 1.461 -1.240
N 3.127 -3.741 -0.228
C -0.901 -8.856 -1.284
C -2.940 -7.786 -0.706
C 0.323 9.091 2.601
O 6.425 1.261 4.332
H -0.024 -0.213 -0.419
H -8.415 -3.553 -2.102
C -8.488 -4.544 -2.552
C -0.408 10.113 1.731
H 1.155 11.563 1.399
H -7.052 -5.964 -5.386
H -0.840 -4.449 -0.046
F -1.521 4.393 2.613
C 0.839 -3.457 -0.911
H 7.285 -0.376 3.487
H -7.328 -8.107 -4.237
H 1.907 1.002 -3.110
H -5.638 -8.011 -2.453
C -5.813 -7.127 -3.072
C 3.792 0.090 -1.614
C -0.379 -7.662 -1.689
C -1.224 12.283 3.833
C -0.530 -4.069 -1.017
H -4.804 -7.963 -4.809
H 2.359 9.827 2.345
H -3.945 -7.780 -0.310
C 1.789 8.906 2.220
F 1.617 4.514 2.308
O 6.627 1.998 1.780
C 1.905 -4.204 -0.313
O 6.207 1.217 -0.339
C -7.234 -7.203 -3.628
H 5.616 0.850 4.024
C -2.189 -8.936 -0.789
H -1.200 -4.858 -2.944
C -1.134 -6.506 -1.632
H 0.621 13.134 3.153
F 1.412 2.402 3.499
H -0.186 8.132 2.505
H 4.784 1.493 1.106
N 1.000 -2.246 -1.377
H -4.833 -6.196 -4.779
H -1.868 12.907 3.210
H -0.461 12.177 1.156
H 5.406 -2.527 -0.226
H 6.870 -0.758 -0.416
H 8.400 0.762 4.288
C 1.440 0.448 -2.301
H 0.610 -0.151 -2.656
C 2.274 -1.741 -1.260
H 5.864 0.122 1.375
H 6.612 0.102 -1.967
H 1.882 8.584 1.180
H -1.159 12.748 4.818
C -7.659 -6.003 -4.477
H -8.689 -6.163 -4.811
C 0.039 0.843 -0.177
H 2.254 8.144 2.848
H -7.934 -7.328 -2.797
C 4.611 -1.921 -0.640
H 4.007 1.102 -1.933
C -4.744 -7.088 -4.158
H -1.710 11.314 3.960
H -6.541 -4.445 -3.470
C 1.382 -6.421 0.936
C -2.419 -6.592 -1.130
F -0.074 5.874 1.864
C 7.521 0.675 3.661
H 0.801 11.550 3.871
H -9.530 -4.707 -2.835
C 6.235 -0.055 -0.959
F -0.043 3.850 0.976
C 0.556 1.009 1.263
C 5.821 1.163 1.030
C 7.788 1.336 2.265
C 2.537 -0.423 -1.712
H -5.696 -6.263 -2.412
C 1.636 -5.496 0.229
H -0.321 -9.766 -1.323
C -0.450 1.550 2.272
F -1.628 1.913 1.748
C 0.162 12.144 3.212
C -0.586 -5.180 -2.106
H 1.455 1.617 1.229
S 0.040 4.416 2.449
H 0.638 -7.651 -2.051

Properties
HOMO-LUMO gap in eV: 8.5
Charge: 0
SMILES string: C#Cc1nc2cc(COCOCCO)cc(CCCCC(F)(F)C(F)(F)S(F)(F)(F)(F)F)c2nc1CCc1ccccc1.CCCCCC.CCCCCC

C40H57N17O5S | wB97M-V/def2-TZVPD

Geometry (Å):
C -1.308 2.801 -0.348
C -7.414 2.016 -0.463
C 1.374 -2.361 -1.964
H -8.273 -2.680 0.344
H 3.231 -1.421 -1.686
S 2.664 3.950 -0.573
C 2.748 3.170 3.442
H -0.644 -0.786 1.345
H -2.871 0.302 -0.174
C 2.017 -2.878 -5.519
C 7.635 -6.942 -5.734
H -4.586 0.989 1.313
N 3.068 2.626 5.971
H -2.395 0.066 1.489
C -1.655 -1.154 -4.510
H 9.716 4.628 -1.044
N -0.950 0.846 3.801
H 6.813 2.100 3.219
C -0.613 -0.758 -5.451
H 6.150 -6.976 -7.213
H -4.073 2.409 0.441
C 4.981 -6.031 -3.504
N 0.164 -0.183 1.353
H -3.609 5.080 2.270
H -3.544 7.793 0.051
H -7.729 3.891 -1.336
C 2.177 -1.162 -1.756
N 5.488 4.915 2.735
O -2.320 3.262 -0.839
C -3.329 -4.176 5.058
H -1.586 -0.562 -3.600
H 1.316 1.071 5.922
H 0.591 -0.138 2.266
O 2.273 1.242 0.693
H -5.153 8.464 -0.278
C -2.562 0.833 0.731
C -2.350 -3.153 5.403
C -7.150 2.987 -1.516
C -0.441 0.944 4.827
H -0.012 2.061 6.541
H 1.434 -2.628 -6.400
N 0.220 -0.461 -6.186
H 5.664 -6.437 -2.762
C -0.040 3.579 -0.570
H -2.539 2.779 2.601
C -6.950 -2.791 1.954
N 0.748 -3.300 -2.189
H -0.377 -7.212 -0.858
C -1.274 1.546 0.417
H 1.868 -0.680 -0.828
H -0.155 -5.459 -0.702
H -2.802 -4.750 -2.090
C 1.211 1.759 0.417
H -0.040 0.299 6.781
H 2.037 -0.475 -2.590
H -3.638 1.570 3.307
C -4.614 7.638 0.181
C -0.064 1.039 0.750
H -8.973 -2.255 1.916
H 1.229 -6.538 -0.540
H 2.190 4.100 3.343
C 3.602 -6.328 -3.134
H -4.899 6.708 -0.306
C 3.113 -1.934 -5.354
H 3.045 4.224 0.683
H -2.635 -1.002 -4.956
O -4.559 3.314 2.754
H 7.732 -7.594 -7.721
N -0.290 -6.600 2.229
C -4.038 4.576 3.142
C -3.080 -2.717 -1.683
C -3.543 2.345 2.542
H 8.131 3.262 3.053
H 2.415 -3.886 -5.623
O -0.182 4.800 -1.144
H -3.525 -4.395 -0.507
C 6.226 4.106 3.086
N 2.517 -6.556 -2.834
N -7.589 1.250 0.374
N 3.973 -1.184 -5.215
C 8.815 3.255 0.253
H -1.797 -4.092 -0.787
H 7.277 3.115 4.600
N -3.317 -1.652 -2.041
C -3.751 1.684 1.180
H -7.890 -1.117 1.091
H -4.857 5.168 3.540
H -3.900 -3.869 4.182
H 3.708 3.281 2.950
N 8.880 2.419 1.038
C -2.786 -4.072 -1.239
N -5.162 7.501 2.725
O -1.451 5.445 -2.786
C 0.167 -6.429 -0.333
C -4.932 7.568 1.602
H -7.428 2.570 -2.481
N 7.957 -7.024 -4.634
H 5.210 -6.476 -4.468
C -0.083 -6.530 1.101
C -8.088 -2.170 1.288
N -1.569 -2.352 5.660
C 7.169 3.084 3.517
C 0.244 1.100 6.100
N -6.053 -3.281 2.480
H -1.537 -2.206 -4.251
H 2.194 2.363 2.967
C 1.165 3.093 -0.235
H 1.372 -2.837 -4.643
C 8.719 4.322 -0.735
H -2.813 -5.111 4.845
N -0.605 4.707 -2.565
C 7.226 -6.834 -7.129
H 8.198 5.175 -0.303
H 7.487 -5.850 -7.514
H 5.121 -4.952 -3.565
H -3.288 4.469 3.932
C 2.938 2.859 4.853
H -4.012 -4.326 5.892
H -6.089 3.236 -1.525
H 8.166 3.969 -1.603

Properties
HOMO-LUMO gap in eV: 7.4
Charge: 0

C40H58Br4N4O10 | wB97M-V/def2-TZVPD

Geometry (Å):
Br 3.726 -1.935 -1.780
C -2.240 -0.207 6.171
H -0.600 2.126 2.215
H 4.347 0.410 -2.483
C 1.679 0.403 0.601
C -4.995 3.162 0.019
C 0.877 -6.332 0.964
O -0.140 -1.948 -2.426
H -4.345 5.377 1.993
H 3.479 3.435 -4.035
H -0.022 6.727 -0.305
H -5.145 6.031 0.498
H -5.674 0.615 1.112
H -1.476 0.150 0.861
H 0.749 4.837 -1.117
O -5.563 2.151 -0.143
H 5.010 -1.044 1.268
H -2.944 -0.609 6.889
O -5.326 3.982 1.012
N 1.910 1.045 -2.640
Br -2.070 1.197 -2.886
H 2.604 2.679 -1.504
C -6.064 -0.899 2.715
H 4.592 -1.055 -4.629
C 2.473 1.550 -4.673
H 2.037 2.045 2.076
H -4.688 -2.036 4.107
C -5.065 -2.047 3.080
O -3.983 -1.780 2.193
C 0.512 -0.236 0.271
C -3.308 4.809 0.212
O 5.878 -2.845 3.018
H -2.706 -1.080 -2.025
C -0.545 0.823 5.038
O 4.329 6.468 -0.938
N -0.516 0.424 0.891
H -2.641 4.396 0.945
H 2.602 1.629 -5.736
H 2.824 -2.168 1.879
C 4.578 -3.294 2.545
H 1.575 0.517 -1.873
H -5.823 -0.123 3.425
H 4.718 -3.612 1.507
H -5.486 -3.031 2.913
C 5.396 -0.931 -3.924
C 5.951 -1.511 2.986
C 1.341 1.365 1.586
H -1.430 1.747 6.798
Br 6.604 0.505 -4.547
H -5.056 0.552 -3.062
H 4.469 0.012 2.584
H 0.793 -5.888 -4.303
H 1.089 4.331 0.581
H -2.806 5.654 -0.250
H 6.013 -1.841 -3.920
H -7.118 -1.171 2.829
H -4.461 0.359 -1.408
Br -5.486 -1.728 -2.197
C 0.357 -5.239 -3.564
H -3.084 -1.012 -3.716
H -1.247 -4.795 -4.944
H 0.723 -7.278 1.377
C 0.964 -3.826 -3.615
C 4.648 -1.004 2.324
C 0.952 6.571 0.149
C -0.170 -2.981 -2.998
H -3.160 2.995 -1.046
C 3.649 -2.079 2.596
H 2.415 -3.685 -0.261
H -0.252 -3.414 0.040
H 2.429 8.234 -0.112
H 1.928 -3.682 -3.098
N -1.820 -0.912 5.094
H -0.455 -0.776 3.428
O -1.350 -3.644 -3.321
H 1.082 -3.526 -4.668
H 2.673 0.100 0.345
C -4.513 -0.080 -2.376
C 4.887 -0.545 -2.564
C 1.855 0.605 -3.924
C -1.467 0.935 6.114
C -4.190 -0.845 1.321
H 0.334 -1.046 -0.418
H 1.342 -0.312 -4.190
H 3.177 -2.012 3.558
H -4.331 4.217 -1.615
C 3.182 6.269 -0.684
C -5.614 -0.452 1.336
H 1.822 7.572 -1.535
H -2.241 -1.780 4.816
H 3.037 -6.223 0.475
C -4.559 5.202 0.954
C -1.111 -4.990 -3.868
O -3.379 -0.533 0.511
H 0.880 6.775 1.212
H -6.104 -1.079 0.558
N -0.098 -5.393 0.845
C -0.831 -0.335 4.341
H -1.887 -5.594 -3.431
O 2.684 5.006 -0.471
C 2.070 -5.772 0.555
O 6.910 -0.951 3.424
C 2.527 2.258 -2.506
H 0.223 1.538 4.772
C -0.019 1.405 1.655
C 1.263 5.100 -0.184
H 4.303 -4.123 3.197
H 0.452 -5.675 -2.574
C -3.828 3.797 -0.743
C 2.048 7.300 -0.509
C 2.877 2.584 -3.799
H 5.672 -0.436 -1.833
C 0.395 -4.246 0.242
C 1.749 -4.400 0.155
H -1.113 -5.506 0.987
C -3.120 -0.450 -2.793

Properties
HOMO-LUMO gap in eV: 8.1
ΔE to the lowest compared entry with this formula, charge and spin in eV: 0.000
Charge: 0
SMILES string: c1cc[nH]c1.c1cc[nH]c1.c1cc[nH]c1.c1cc[nH]c1.O=C1CCCO1.O=C1CCCO1.O=C1CCCO1.O=C1CCCO1.O=C1CCCO1.BrCCBr.BrCCBr

C40H58FKN2O2 | wB97M-V/def2-TZVPD

Geometry (Å):
C 2.187 1.936 4.967
H -6.371 -3.040 2.729
H -4.893 0.533 -5.825
C -5.205 -5.210 3.906
H -4.603 -3.131 -4.983
H -5.460 -0.711 -4.716
H 2.112 -0.253 -6.974
C -0.257 2.818 -0.818
H 0.513 1.579 3.740
C 1.604 1.553 3.756
C -2.571 -0.726 0.934
H -3.285 -0.044 -7.694
C -2.934 -1.304 -3.760
H -2.839 1.916 1.083
H -1.086 -6.552 3.627
C -0.122 -5.032 2.349
C -1.947 -1.044 -2.837
H -3.779 0.870 -0.896
H 0.425 -0.653 -7.293
H 2.916 0.524 -4.982
H -6.397 -3.647 1.072
H 0.306 3.277 1.721
H -1.361 -0.444 -6.588
C -2.229 -1.403 -1.392
O -0.245 -2.341 1.051
H 1.975 -4.873 2.806
H -2.303 1.140 -1.822
N -0.960 2.349 0.358
N -2.114 -0.338 -0.405
H -4.367 -5.855 4.171
H -0.411 -5.175 4.502
H 1.429 -3.706 1.574
H 1.456 2.060 -6.243
C 2.048 0.209 -4.389
H -2.699 -1.701 -7.878
H 0.656 -6.412 3.822
C -2.364 2.090 0.115
H -4.396 -1.322 -8.201
C -3.833 -4.094 2.120
O 0.181 -0.176 -2.359
H -0.233 2.056 -1.595
H -4.416 -6.758 1.758
C 2.309 1.148 2.606
C -5.146 -4.814 2.421
C 4.342 1.528 3.993
H -3.260 -1.808 -1.387
H -0.801 -6.667 1.083
H -5.143 -3.099 -6.668
H -6.134 -5.744 4.131
C -5.137 -0.527 -5.741
C -0.261 -5.840 3.650
C 0.067 -6.010 1.178
C -0.755 3.245 1.473
C -1.308 -2.887 1.482
C -6.368 -3.946 2.121
C 3.560 1.919 5.057
H 0.959 -6.629 1.324
C 1.162 -4.206 2.498
H 0.775 3.045 -0.545
C 0.813 0.199 -5.298
H 4.371 0.857 1.999
H -5.978 -0.745 -6.408
C -1.375 -4.189 2.083
C -2.553 -2.180 1.342
C 0.562 1.643 -5.764
H -2.861 2.986 -0.316
H -3.636 -0.425 1.015
F 4.168 2.301 6.240
C -2.620 -4.744 2.335
H 1.587 2.238 5.820
H -2.016 -0.126 1.667
H -7.283 -4.504 2.339
H -1.558 -2.199 -1.059
C -1.530 -0.620 -5.531
H -4.663 -2.209 1.489
C -3.758 -2.788 1.643
H -1.115 4.272 1.263
C 1.197 -0.648 -6.522
H 5.423 1.517 4.091
C -2.668 0.921 -0.817
C -0.671 -0.502 -3.249
H -0.264 1.685 -6.477
C -0.476 -0.345 -4.662
H 1.047 -3.429 3.255
H -6.181 -6.626 1.782
K 0.584 -0.183 0.199
H -3.879 -1.691 -3.386
C -4.307 -2.869 -5.999
C -2.769 -1.091 -5.133
H -0.715 3.740 -1.226
H -1.286 2.873 2.351
H 1.382 -1.682 -6.227
C -3.915 -1.387 -6.096
H -5.151 -4.323 4.539
H -5.237 -5.836 0.503
C -5.252 -6.086 1.565
C 3.702 1.156 2.807
H 0.179 -5.462 0.242
C -3.546 -1.095 -7.551
H -2.656 -5.757 2.721
H 0.304 2.274 -4.912
H 2.246 -0.781 -3.979
H -3.462 -3.505 -6.269
H 1.925 0.877 -3.544

Properties
HOMO-LUMO gap in eV: 5.5
ΔE to the lowest compared entry with this formula, charge and spin in eV: 0.272
Charge: -2

no.,E_HOMO (eV)
1,-9.11
2,-8.92
3,-8.01
4,-1.48